(1)
ORCA calculation (the ωB97M-V functional and the def2-TZVPD basis) on a structure of composition C23H32NO4Rh in a non-equilibrium geometry.

Properties
LUMO energy (spin up / spin down), eV: 0.689 / -1.703
E_tot, eV: -37050.380
Relative energy (zero: lowest compared OMol25 entry of this formula, charge and spin), kcal per mole: 11.5
Net charge: 0
⟨S²⟩: 6.023
Spin multiplicity: 5
Kohn-Sham gap (spin up / spin down), eV: 7.53 / 5.88
HOMO level (spin up / spin down), Ha: -0.2514 / -0.2785

Each line ends with the Mulliken spin population.
CARTESIAN COORDINATES (ANGSTROEM)
O: -1.291 0.211 -2.384  -0.02
C: -2.578 0.675 -2.835  0.03
C: -2.039 0.833 -4.274  0.00
H: -2.811 1.605 -2.306  0.01
H: -3.332 -0.095 -2.698  0.00
C: -0.656 0.572 -3.657  -0.01
H: -2.138 1.843 -4.675  0.00
H: -2.382 0.084 -4.974  0.00
C: 0.092 1.881 -3.597  -0.01
H: -0.357 2.534 -2.839  0.01
H: 0.049 2.410 -4.559  0.01
H: 1.139 1.714 -3.337  -0.03
C: 0.182 -0.606 -4.048  0.01
H: -0.353 -1.534 -3.891  0.00
H: 1.055 -0.633 -3.382  0.00
H: 0.533 -0.539 -5.080  0.00
Rh: 0.078 2.747 -0.169  2.13
C: 0.282 -2.253 0.273  0.17
C: -1.027 -2.278 0.845  0.37
C: -1.972 -2.333 -0.225  -0.11
H: -1.264 -2.243 1.908  -0.01
C: -1.245 -2.335 -1.443  0.35
C: 0.150 -2.368 -1.139  0.17
H: 0.958 -2.490 -1.855  0.01
H: 1.208 -2.146 0.827  0.00
H: -3.049 -2.373 -0.138  0.01
H: -1.690 -2.341 -2.442  0.01
C: 1.155 1.489 0.957  0.19
C: 1.407 1.202 -0.431  -0.01
C: 1.887 2.409 -1.025  0.21
H: 1.316 0.215 -0.886  0.02
C: 1.945 3.446 -0.032  0.18
C: 1.538 2.852 1.215  0.13
H: 1.496 3.370 2.180  0.02
H: 0.832 0.740 1.671  -0.01
H: 2.268 2.540 -2.048  0.01
H: 2.252 4.479 -0.187  0.03
O: -2.494 3.868 -3.306  0.01
C: -2.239 4.400 -4.663  0.00
C: -3.534 4.996 -5.228  0.00
H: -1.790 3.625 -5.317  0.00
H: -1.482 5.210 -4.555  0.00
C: -4.551 4.958 -4.063  0.00
H: -3.889 4.432 -6.094  0.00
H: -3.366 6.020 -5.583  0.00
C: -3.757 4.394 -2.877  0.01
H: -5.403 4.343 -4.369  0.00
H: -4.944 5.953 -3.868  0.00
H: -4.329 3.640 -2.330  0.00
H: -3.456 5.206 -2.204  0.00
O: -0.630 0.159 2.583  0.01
C: -1.563 0.847 2.155  0.03
C: -2.957 0.872 2.741  0.00
C: -3.648 2.002 1.998  0.01
C: -2.671 2.369 0.896  -0.01
O: -2.768 3.185 -0.027  0.01
N: -1.510 1.689 1.073  0.10
H: -3.412 -0.103 2.539  0.00
H: -2.935 1.034 3.825  0.00
H: -4.613 1.726 1.576  0.00
H: -3.773 2.874 2.648  0.00


(2)
ORCA calculation (the ωB97M-V functional and the def2-TZVPD basis) on the molecule C3H6N2O in a non-equilibrium geometry.

Properties
LUMO energy, eV: 0.810
E_tot, eV: -8230.341
Relative energy (zero: lowest compared OMol25 entry of this formula, charge and spin), kcal per mole: 146.6
Net charge: 0
SMILES: O/N=C\[C@@H]1CN1
Kohn-Sham gap, eV: 10.41
HOMO level, Ha: -0.3529

Each line ends with the Löwdin charge.
CARTESIAN COORDINATES (ANGSTROEM)
C: -0.619 0.802 0.053  -0.18
C: 0.346 -0.045 0.573  -0.38
C: 1.576 0.078 -0.390  -0.16
H: -1.862 -1.271 0.649  0.12
H: -0.680 1.877 -0.104  0.12
H: 0.576 -0.188 1.615  0.13
H: 1.568 0.754 -1.246  0.11
H: 2.410 0.219 0.536  0.16
H: 0.044 -0.825 -1.021  0.16
N: -1.886 0.510 -0.290  0.00
N: 0.823 -1.117 -0.251  0.01
O: -2.295 -0.795 -0.122  -0.09


(3)
ORCA calculation (the ωB97M-V functional and the def2-TZVPD basis) on the molecule C4H5NO in a non-equilibrium geometry.

Properties
LUMO energy, eV: 0.487
E_tot, eV: -7765.176
Relative energy (zero: lowest compared OMol25 entry of this formula, charge and spin), kcal per mole: 31.1
Net charge: 0
SMILES: N#C/C=C\CO
Kohn-Sham gap, eV: 10.79
HOMO level, Ha: -0.3788

Each line ends with the Löwdin charge.
CARTESIAN COORDINATES (ANGSTROEM)
N: -2.317 1.075 -0.362  0.16
C: -1.439 0.452 -0.794  -0.22
C: -0.399 -0.452 -1.210  -0.08
C: 0.623 -0.727 -0.396  -0.05
C: 0.846 0.033 0.891  -0.26
O: 0.209 1.280 0.946  -0.07
H: -0.756 1.192 0.992  0.05
H: -0.577 -0.960 -2.150  0.11
H: 1.319 -1.531 -0.647  0.12
H: 1.913 0.255 0.990  0.12
H: 0.577 -0.618 1.739  0.13


(4)
ORCA calculation (the ωB97M-V functional and the def2-TZVPD basis) on a structure of composition C22H18HfN6O2S2 in a non-equilibrium geometry.

Properties
LUMO energy, eV: -7.638
E_tot, eV: -59106.803
Relative energy (zero: lowest compared OMol25 entry of this formula, charge and spin), kcal per mole: 0.0
Net charge: +2
Kohn-Sham gap, eV: 6.92
HOMO level, Ha: -0.5350

Each line ends with the Löwdin charge.
CARTESIAN COORDINATES (ANGSTROEM)
Hf: -0.582 -1.210 -0.016  1.60
N: 1.770 1.839 -1.810  0.12
C: 0.958 0.783 -1.700  -0.83
S: 1.682 -0.689 -0.993  0.65
N: -0.286 0.928 -2.121  0.04
N: -0.945 -0.287 -1.967  -0.21
C: -1.549 -0.888 -2.910  -0.01
C: -1.838 -2.315 -2.647  -0.26
C: -2.575 -3.073 -3.518  0.03
C: -2.673 -4.450 -3.279  0.02
C: -2.031 -4.991 -2.187  0.01
C: -1.330 -4.148 -1.328  -0.08
N: -1.224 -2.836 -1.541  -0.02
H: 2.754 1.754 -1.618  0.11
H: 1.446 2.636 -2.339  0.13
H: -1.705 -0.436 -3.886  0.16
H: -3.046 -2.615 -4.377  0.14
H: -3.240 -5.081 -3.950  0.14
H: -2.067 -6.050 -1.974  0.13
H: -0.857 -4.534 -0.435  0.13
O: -2.894 -2.334 3.233  -0.21
S: -2.469 -2.546 1.893  0.60
O: -2.763 -3.745 1.172  -0.27
N: -0.837 -2.262 1.757  -0.27
C: -0.114 -1.701 2.882  -0.26
C: 0.058 -2.379 4.053  0.03
C: 0.745 -1.767 5.128  -0.01
C: 1.230 -0.497 5.013  0.01
C: 1.035 0.235 3.815  -0.13
C: 1.429 1.580 3.651  0.05
C: 1.127 2.249 2.493  0.00
C: 0.458 1.567 1.473  -0.11
N: 0.098 0.297 1.576  -0.07
C: 0.361 -0.375 2.745  -0.17
C: -3.075 -1.214 0.853  -0.36
C: -2.842 0.126 1.221  -0.10
C: -3.362 1.148 0.439  -0.03
C: -4.146 0.842 -0.671  -0.02
C: -4.418 -0.478 -1.002  -0.03
C: -3.882 -1.514 -0.248  -0.05
H: -0.332 -3.381 4.159  0.14
H: 0.874 -2.319 6.048  0.13
H: 1.750 -0.027 5.838  0.13
H: 1.952 2.080 4.457  0.14
H: 1.396 3.285 2.351  0.13
H: 0.218 2.071 0.544  0.11
H: -2.343 0.345 2.155  0.13
H: -3.196 2.178 0.723  0.13
H: -4.571 1.643 -1.262  0.13
H: -5.066 -0.705 -1.838  0.13
H: -4.084 -2.552 -0.482  0.13


(5)
ORCA calculation (the ωB97M-V functional and the def2-TZVPD basis) on a cluster of 5 separate species, CH12N2O4 in total in a non-equilibrium geometry.

Properties
LUMO energy (spin up / spin down), eV: 3.772 / 3.633
E_tot, eV: -12400.977
Relative energy (zero: lowest compared OMol25 entry of this formula, charge and spin), kcal per mole: 11.1
Net charge: -1
⟨S²⟩: 0.751
Spin multiplicity: 2
Kohn-Sham gap (spin up / spin down), eV: 2.86 / 9.64
HOMO level (spin up / spin down), Ha: 0.0335 / -0.2206

Each line ends with the Mulliken spin population.
CARTESIAN COORDINATES (ANGSTROEM)
N: -1.267 -0.244 -1.202  0.61
C: 0.052 -0.430 -1.280  1.15
N: 0.922 0.192 -0.527  0.01
H: -1.665 0.328 -0.441  -0.32
H: -1.934 -0.714 -1.809  -0.35
H: 0.480 -1.028 -2.063  -0.07
H: 1.851 0.018 -0.866  -0.11
H: 0.076 -1.183 2.453  -0.23
H: 0.630 -0.554 1.155  0.03
O: 0.546 -1.402 1.664  0.26
H: -1.971 2.571 0.340  0.08
H: -2.607 1.238 0.729  -0.24
O: -2.730 2.042 0.074  0.05
H: 0.759 1.722 0.644  0.04
H: 0.754 3.259 0.470  -0.07
O: 0.242 2.520 0.900  0.04
H: 1.982 -3.523 -0.053  -0.04
H: 1.714 -2.110 0.259  0.01
O: 2.164 -2.703 -0.446  0.14


(6)
ORCA calculation (the ωB97M-V functional and the def2-TZVPD basis) on a cluster of 2 separate species, C4H11NS in total in a non-equilibrium geometry.

Properties
LUMO energy, eV: 0.879
E_tot, eV: -16650.899
Relative energy (zero: lowest compared OMol25 entry of this formula, charge and spin), kcal per mole: 20.6
Net charge: 0
SMILES: C=CN.CCS
Kohn-Sham gap, eV: 9.23
HOMO level, Ha: -0.3069

Each line ends with the Löwdin charge.
CARTESIAN COORDINATES (ANGSTROEM)
C: 1.548 1.081 0.996  -0.18
C: 2.307 -0.164 0.615  -0.61
S: 1.327 -1.344 -0.406  0.66
H: 1.387 1.748 0.154  0.07
H: 0.575 0.795 1.391  0.05
H: 2.037 1.604 1.820  0.07
H: 3.209 0.011 0.032  0.05
H: 2.623 -0.746 1.478  0.06
C: -2.170 -0.061 -0.934  -0.33
C: -2.012 0.528 0.240  -0.05
N: -2.091 -1.425 -1.185  0.02
H: -2.250 0.443 -1.893  0.10
H: -2.268 1.575 0.330  0.04
H: -1.892 -0.063 1.147  0.06
H: -1.649 -1.937 -0.433  0.06
H: 0.994 -0.385 -1.281  -0.14
H: -1.676 -1.661 -2.072  0.07


(7)
ORCA calculation (the ωB97M-V functional and the def2-TZVPD basis) on a structure of composition C26H23AsN3OPtS2 in a non-equilibrium geometry.

Properties
LUMO energy (spin up / spin down), eV: -10.477 / -13.054
E_tot, eV: -119577.065
Net charge: +3
⟨S²⟩: 6.071
Spin multiplicity: 5
Kohn-Sham gap (spin up / spin down), eV: 5.98 / 3.40
HOMO level (spin up / spin down), Ha: -0.6047 / -0.6046

Each line ends with the Mulliken spin population.
CARTESIAN COORDINATES (ANGSTROEM)
Pt: 0.430 -0.061 0.134  1.65
C: 1.840 4.307 -2.819  -0.01
S: 3.097 3.224 -2.148  0.67
C: 2.242 1.865 -1.507  -0.10
S: 0.512 1.866 -1.195  0.50
N: 3.011 0.829 -1.303  0.35
N: 2.443 -0.236 -0.806  0.09
C: 2.892 -1.441 -0.980  0.15
C: 2.021 -2.520 -0.588  0.01
C: 2.431 -3.846 -0.524  0.07
C: 1.488 -4.827 -0.236  -0.01
C: 0.164 -4.461 -0.065  0.05
C: -0.183 -3.110 -0.133  0.04
N: 0.725 -2.173 -0.367  0.13
H: 2.243 5.320 -2.780  0.01
H: 0.907 4.244 -2.266  0.00
H: 1.687 4.035 -3.869  0.05
H: 3.831 -1.624 -1.499  0.00
H: 3.469 -4.096 -0.705  0.00
H: 1.784 -5.865 -0.166  0.00
H: -0.602 -5.202 0.117  0.00
H: -1.210 -2.790 -0.013  0.01
O: -0.200 0.009 2.093  0.31
As: -0.910 1.275 2.994  0.01
C: 0.091 2.852 2.479  0.01
C: -0.443 4.019 1.954  0.00
C: 0.417 5.058 1.616  0.01
C: 1.786 4.922 1.806  0.00
C: 2.310 3.749 2.336  0.00
C: 1.464 2.704 2.675  -0.02
C: -2.804 1.151 2.615  0.01
C: -3.542 2.116 1.945  0.00
C: -4.852 1.823 1.583  0.00
C: -5.401 0.590 1.906  0.00
C: -4.656 -0.364 2.585  0.00
C: -3.349 -0.086 2.954  0.00
C: -0.591 0.839 4.839  0.01
C: -1.088 1.703 5.808  0.00
C: -0.827 1.427 7.141  0.00
C: -0.098 0.295 7.484  0.00
C: 0.398 -0.555 6.505  0.00
C: 0.142 -0.295 5.166  0.00
H: -1.506 4.155 1.823  0.00
H: 0.011 5.979 1.221  0.00
H: 2.446 5.742 1.555  0.00
H: 3.375 3.650 2.506  0.00
H: 1.862 1.794 3.112  0.00
H: -3.137 3.090 1.711  0.00
H: -5.435 2.564 1.054  0.00
H: -6.429 0.380 1.639  0.00
H: -5.087 -1.322 2.842  0.00
H: -2.763 -0.813 3.504  0.00
H: -1.668 2.576 5.532  0.00
H: -1.203 2.095 7.903  0.00
H: 0.064 0.065 8.529  0.00
H: 0.981 -1.423 6.778  0.00
H: 0.513 -0.957 4.394  -0.01


(8)
ORCA calculation (the ωB97M-V functional and the def2-TZVPD basis) on a structure of composition C9H24ClI2IrN2P2 in a non-equilibrium geometry.

Properties
LUMO energy (spin up / spin down), eV: -12.080 / -13.290
E_tot, eV: -62802.095
Relative energy (zero: lowest compared OMol25 entry of this formula, charge and spin), kcal per mole: 105.2
Net charge: +3
⟨S²⟩: 8.788
Spin multiplicity: 6
Kohn-Sham gap (spin up / spin down), eV: 6.54 / 5.66
HOMO level (spin up / spin down), Ha: -0.6841 / -0.6964

Each line ends with the Mulliken spin population.
CARTESIAN COORDINATES (ANGSTROEM)
I: -1.066 -2.359 1.518  1.12
I: -1.661 2.318 0.837  1.17
Ir: 1.947 -0.046 -1.691  1.75
P: 2.370 0.338 0.733  0.06
C: 1.715 0.479 2.538  0.04
C: 3.623 -1.044 0.738  -0.02
H: 4.319 -0.665 1.413  0.00
H: 4.034 1.879 1.131  0.00
H: 3.902 -1.147 -0.227  0.00
H: 3.583 1.867 -0.571  0.00
H: 1.327 -0.411 2.740  0.00
H: 3.035 -1.903 1.156  0.01
C: 3.291 1.929 0.394  0.01
H: 2.644 0.629 3.005  0.00
H: 2.528 2.716 0.610  0.00
H: 1.151 1.291 2.549  0.00
P: -0.407 -0.387 -2.438  0.07
C: -2.277 -0.588 -2.021  0.04
C: -0.287 0.999 -3.689  0.00
H: 1.096 -1.877 -3.448  0.00
H: -0.527 -1.925 -4.139  0.00
H: -0.215 -2.753 -2.569  0.00
C: 0.089 -1.964 -3.305  -0.02
H: 0.689 1.115 -3.863  -0.01
H: -0.878 0.599 -4.469  0.00
H: -2.615 -0.745 -3.001  0.00
H: -2.561 0.300 -1.667  0.00
H: -0.791 1.848 -3.175  0.00
H: -2.328 -1.393 -1.463  0.00
Cl: 3.612 0.051 -3.181  0.20
C: -3.693 0.611 1.825  0.13
N: -2.452 0.066 2.120  0.04
C: -2.344 -0.464 3.453  0.07
C: -1.393 0.026 1.217  -0.09
N: -0.459 0.032 0.412  0.41
H: -4.499 0.661 2.551  0.01
H: -4.254 0.086 0.861  0.00
H: -3.659 1.715 1.339  0.01
H: -1.935 -1.546 3.530  0.01
H: -1.458 0.073 4.127  0.00
H: -3.196 -0.411 4.120  0.01